1.
{"formula": "C4H12N3", "method": "ωB97M-V with the def2-TZVPD basis set", "fmax_ha_per_bohr": 0.031, "gap_ha": 0.42493, "total_charge": 1, "e_tot_ha": -323.665606, "smiles": "CCCNC(N)=[NH2+]", "symbols": ["C", "C", "C", "N", "C", "N", "N", "H", "H", "H", "H", "H", "H", "H", "H", "H", "H", "H", "H"], "xyz": [[2.834332, 0.437174, 0.890676], [1.953594, 0.527778, -0.346533], [0.949761, -0.643551, -0.405703], [-0.228194, -0.334806, 0.413805], [-1.444017, -0.070990, -0.067169], [-1.904434, -0.675582, -1.179539], [-2.322606, 0.576928, 0.702971], [3.281353, -0.536100, 1.051546], [3.650454, 1.164101, 0.890141], [2.253158, 0.640836, 1.801184], [2.558079, 0.552186, -1.250968], [1.374328, 1.450063, -0.285796], [1.477097, -1.513066, -0.018178], [0.638944, -0.729543, -1.440498], [-0.008049, 0.095127, 1.302361], [-1.301633, -0.847498, -1.962564], [-2.884538, -0.865241, -1.280633], [-3.236810, 0.839788, 0.374603], [-1.990870, 1.125503, 1.478055]], "atomic_forces_ev_per_a": [[-0.02, 0.43, 0.63], [-0.11, -0.16, 0.46], [0.60, 0.88, -0.14], [0.04, 0.70, -0.28], [-0.56, -1.40, 0.51], [0.43, 0.59, 0.04], [0.12, 0.35, 0.16], [0.10, -0.31, -0.27], [-0.18, -0.02, -0.13], [0.06, 0.02, -0.10], [-0.05, -0.08, -0.06], [0.10, 0.18, -0.33], [-0.48, -0.38, -0.28], [-0.03, -0.56, -0.01], [0.00, 0.06, -0.03], [0.03, -0.34, 0.04], [-0.13, 0.29, -0.16], [0.04, -0.15, -0.23], [0.02, -0.13, 0.17]], "lowdin_charge": [-0.10, -0.23, -0.15, 0.10, -0.41, 0.21, 0.21, 0.08, 0.09, 0.07, 0.12, 0.11, 0.13, 0.11, 0.15, 0.12, 0.13, 0.13, 0.13]}

---

2.
{"formula": "C4H12N3", "method": "ωB97M-V with the def2-TZVPD basis set", "fmax_ha_per_bohr": 0.079, "gap_ha": 0.40945, "total_charge": 1, "e_tot_ha": -323.532401, "symbols": ["C", "C", "C", "C", "N", "N", "N", "H", "H", "H", "H", "H", "H", "H", "H", "H", "H", "H", "H"], "xyz": [[1.223145, -0.540638, -1.386395], [0.047665, -0.687861, -0.569705], [1.784548, -0.189917, 1.345677], [-1.799872, -1.295936, 0.865935], [1.130383, -0.544581, 0.079132], [-0.492467, 1.580138, -0.921962], [-1.149219, -1.038332, -0.435553], [1.746313, -1.269547, -1.907185], [1.446045, 0.374334, -1.813916], [2.644776, 0.483896, 1.127010], [0.977892, 0.383398, 1.980361], [2.056920, -1.076402, 1.942657], [-2.836268, -1.242259, 0.675966], [-1.515998, -2.245721, 1.360456], [-1.794162, -0.378661, 1.461122], [-0.307307, 1.815319, 0.110731], [-1.370340, 1.969861, -1.291073], [0.322614, 1.888596, -1.486306], [-1.665751, -1.474408, -1.148118]], "atomic_forces_ev_per_a": [[0.59, 0.23, 0.72], [1.29, -0.03, -0.40], [-1.52, 1.33, 0.94], [0.38, 0.95, 0.17], [1.07, -0.04, 0.91], [0.94, 0.99, 1.22], [-2.90, -1.88, 2.13], [0.56, -2.09, -0.42], [0.01, 1.87, -0.79], [-0.66, -0.67, 0.30], [1.68, -0.93, -1.18], [0.11, 0.34, -0.58], [-1.34, -0.86, -0.50], [0.03, 0.81, -0.23], [1.07, -0.34, 0.49], [-0.71, 0.09, -2.38], [0.78, 0.05, 0.54], [-1.18, 0.23, 0.67], [-0.20, -0.04, -1.59]], "lowdin_charge": [0.06, -0.36, 0.01, 0.00, 0.02, 0.03, 0.07, 0.11, 0.08, 0.11, 0.12, 0.09, 0.08, 0.12, 0.10, 0.09, 0.07, 0.05, 0.15]}

---

3.
{"formula": "C4H12N3", "method": "ωB97M-V with the def2-TZVPD basis set", "fmax_ha_per_bohr": 0.131, "gap_ha": 0.37750, "total_charge": 1, "e_tot_ha": -323.511490, "symbols": ["C", "C", "C", "C", "N", "N", "N", "H", "H", "H", "H", "H", "H", "H", "H", "H", "H", "H", "H"], "xyz": [[-0.851443, 0.183649, 2.727031], [0.950966, -1.586149, 0.247101], [0.182878, 1.380421, -2.043368], [-0.380364, -0.060169, 0.327203], [-0.243330, 0.537507, 1.610719], [-1.588269, -0.244911, -0.256903], [0.661307, 1.062588, -0.675795], [-0.658390, 0.716210, 3.603861], [-1.567358, -0.753298, 2.575671], [1.548438, -1.184563, 1.023910], [0.531701, -2.453853, 0.529585], [1.164934, -1.530108, -0.784948], [-0.547263, 2.166559, -1.851513], [0.942892, 1.660961, -2.819916], [-0.272121, 0.516515, -2.442071], [-2.168561, 0.600118, -0.099200], [-1.713639, -0.646739, -1.177602], [1.494610, 0.477796, -0.672019], [0.860432, 1.842279, -0.129134]], "atomic_forces_ev_per_a": [[-0.60, -2.79, -6.11], [-2.54, 5.48, -0.24], [0.57, 1.02, 0.48], [3.10, -2.80, 0.64], [-0.96, 0.12, 1.52], [-0.86, 1.64, 0.81], [0.08, -2.80, -0.92], [0.19, 0.60, 1.30], [1.23, 2.05, 1.22], [1.23, 0.30, 0.09], [-1.86, -2.91, 0.89], [0.95, -0.11, -0.82], [-0.03, -0.01, -0.77], [-0.34, 0.11, 1.27], [-0.81, -0.97, -0.36], [-0.03, -1.00, -0.30], [0.35, -0.11, 0.28], [0.10, 0.36, -0.20], [0.24, 1.81, 1.21]], "lowdin_charge": [0.07, 0.15, -0.04, -0.36, -0.01, 0.12, 0.03, 0.06, 0.14, 0.05, 0.01, 0.04, 0.10, 0.12, 0.06, 0.14, 0.11, 0.11, 0.10]}

---

4.
{"formula": "C4H12N3", "method": "ωB97M-V with the def2-TZVPD basis set", "fmax_ha_per_bohr": 0.113, "gap_ha": 0.39676, "total_charge": 1, "e_tot_ha": -323.564333, "smiles": "N/C=[NH+]/CCCN", "symbols": ["C", "C", "C", "N", "C", "N", "N", "H", "H", "H", "H", "H", "H", "H", "H", "H", "H", "H", "H"], "xyz": [[-1.447943, 1.005301, -0.622299], [-1.234252, -0.368488, -1.242163], [-0.798621, -1.439138, -0.002480], [2.494152, -0.144873, 1.189545], [1.479018, -0.986299, 1.031850], [0.374534, -0.705827, 0.534279], [-0.225223, 1.651064, -0.221430], [-1.972919, 1.710949, -1.384809], [-2.129194, 0.888570, 0.292852], [-0.447859, -0.285569, -1.985140], [-2.079961, -0.720116, -1.724265], [-0.299991, -2.417229, -0.439804], [-1.608097, -1.384507, 0.747702], [3.419922, -0.502122, 1.429218], [2.457475, 0.864283, 0.970922], [1.637725, -2.011809, 1.552094], [0.519735, 0.495174, 0.633693], [0.261800, 1.721247, -1.070898], [-0.400301, 2.629385, 0.311125]], "atomic_forces_ev_per_a": [[-3.27, 0.76, 0.12], [2.15, -0.80, 2.84], [1.71, 1.62, -2.62], [1.11, 1.11, 0.18], [2.20, -4.70, 2.64], [-0.44, 3.88, 0.53], [-0.14, 2.86, 3.30], [0.45, -1.40, 1.26], [0.76, 0.34, -1.28], [0.36, -0.37, -0.06], [-1.81, -0.62, -0.78], [-1.95, 1.58, 1.20], [0.42, -0.96, -0.49], [-0.72, 0.16, 0.12], [-0.08, -1.06, -0.02], [0.18, 1.31, -1.46], [-2.85, -1.96, -2.21], [1.37, 1.10, -1.04], [0.55, -2.85, -2.23]], "lowdin_charge": [-0.29, -0.12, -0.05, 0.14, -0.26, -0.03, -0.05, 0.15, 0.14, 0.11, 0.08, 0.16, 0.12, 0.13, 0.14, 0.19, 0.19, 0.08, 0.19]}

---

5.
{"formula": "C4H12N3O", "method": "ωB97M-V with the def2-TZVPD basis set", "fmax_ha_per_bohr": 0.077, "gap_ha": 0.28657, "total_charge": 1, "e_tot_ha": -398.732699, "symbols": ["C", "C", "C", "C", "N", "N", "N", "O", "H", "H", "H", "H", "H", "H", "H", "H", "H", "H", "H", "H"], "xyz": [[0.209381, -0.773487, -0.070394], [1.347804, -0.174399, 0.516818], [2.617544, -0.174680, -0.301080], [-0.988720, -1.067074, 0.548848], [-1.768335, -2.006061, 0.143778], [-2.237319, 0.966597, -0.163562], [-1.173490, 1.729289, -0.654487], [1.442870, 0.355294, 1.696508], [0.281431, -0.932322, -1.133545], [3.182009, -1.071310, -0.327085], [3.192567, 0.793554, -0.221096], [2.255229, -0.363887, -1.255495], [-1.182781, -0.442622, 1.478228], [-2.738206, -2.090558, 0.451484], [-1.646297, -2.555557, -0.764486], [-2.525639, 1.578190, 0.629457], [-1.333800, 1.760645, -1.694972], [-0.246132, 1.387070, -0.566523], [-1.109833, 2.638308, -0.314845], [2.421719, 0.443013, 2.002442]], "atomic_forces_ev_per_a": [[2.90, 1.42, 0.27], [0.13, -1.63, -2.18], [-0.67, 1.63, 0.50], [-0.54, 2.77, 2.41], [-2.04, -2.47, -2.11], [-0.63, -0.18, 2.03], [-0.83, -0.21, -3.88], [1.38, 0.28, 2.19], [0.27, -0.54, -0.12], [1.08, -0.85, 1.47], [-0.44, -1.29, -0.11], [-0.57, 0.77, -2.43], [-0.15, -1.71, -0.99], [0.62, 0.24, 0.34], [0.32, 1.39, 1.77], [-0.24, -1.07, -0.38], [0.47, 0.51, 1.00], [1.59, -1.30, 0.50], [-0.24, 2.36, 0.58], [-2.41, -0.11, -0.87]], "lowdin_charge": [-0.08, -0.35, 0.00, -0.20, 0.15, -0.11, -0.03, 0.11, 0.12, 0.10, 0.13, 0.05, 0.16, 0.14, 0.18, 0.04, 0.18, 0.08, 0.13, 0.20]}

---

6.
{"formula": "C4H12N3O2P", "method": "ωB97M-V with the def2-TZVPD basis set", "fmax_ha_per_bohr": 0.101, "gap_ha": 0.37305, "e_tot_ha": -815.745978, "smiles": "[H]/N=C(\\C)OP(=O)(NC)NC", "symbols": ["C", "C", "C", "C", "N", "N", "N", "O", "O", "P", "H", "H", "H", "H", "H", "H", "H", "H", "H", "H", "H", "H"], "xyz": [[2.044387, 0.297902, 0.412550], [2.455387, -0.607772, -0.740703], [-2.911811, 1.906682, 0.332506], [-0.311517, -1.993733, 0.245040], [2.882065, 0.764374, 1.244935], [-1.619719, 1.179890, 0.649174], [-0.595230, -1.036331, -0.827168], [0.817153, 0.794762, 0.464761], [-0.818395, 1.259256, -1.769068], [-0.677729, 0.544036, -0.531901], [3.229703, -0.203081, -1.389461], [2.898478, -1.536608, -0.340551], [1.576461, -0.908152, -1.235710], [-2.538227, 2.604764, -0.385601], [-3.654420, 1.143075, -0.106941], [-3.300815, 2.341259, 1.220240], [0.827629, -2.206826, 0.364698], [-0.600784, -1.676374, 1.238759], [-0.714104, -2.998667, -0.007729], [3.768670, 0.532802, 0.963760], [-1.384058, 1.020213, 1.648040], [-1.373134, -1.221471, -1.449626]], "atomic_forces_ev_per_a": [[2.14, 0.63, -0.84], [0.56, -0.64, 1.20], [1.10, -2.95, -1.06], [1.97, -1.62, -0.20], [-2.96, 0.84, 0.70], [-0.72, -0.59, 1.49], [-0.44, -1.23, 0.76], [-3.58, -0.58, -1.21], [-0.30, 1.00, -1.69], [3.24, 1.97, 3.52], [-0.34, 0.43, -0.05], [-0.11, 0.37, 0.08], [-0.64, -0.22, -1.27], [-0.82, 0.78, -0.56], [0.90, 1.49, 0.57], [-0.23, 0.43, 0.61], [-1.84, 0.62, -0.52], [-0.56, 0.09, 0.09], [-0.09, 0.84, 0.27], [2.76, -1.15, -0.46], [-0.22, 0.16, -1.36], [0.19, -0.69, -0.08]], "lowdin_charge": [-0.55, -0.03, -0.09, -0.13, 0.15, -0.18, -0.17, -0.13, -0.24, 0.48, 0.09, 0.09, 0.02, 0.06, 0.10, 0.06, 0.09, 0.07, 0.09, 0.00, 0.11, 0.11]}

---

7.
{"formula": "C4H12N3OPS", "method": "ωB97M-V with the def2-TZVPD basis set", "fmax_ha_per_bohr": 0.072, "gap_ha": 0.32859, "e_tot_ha": -1138.562020, "smiles": "NC1CC1.C=NS.NP=O", "symbols": ["C", "C", "C", "C", "N", "N", "N", "O", "P", "S", "H", "H", "H", "H", "H", "H", "H", "H", "H", "H", "H", "H"], "xyz": [[-0.861239, 1.506485, 3.376643], [-0.568134, 0.174810, 2.676769], [-0.303911, 1.518375, 1.980467], [2.414429, 0.727954, -4.819840], [-0.554665, -1.830883, -2.757971], [-0.856086, 2.010364, 0.751021], [2.247221, 0.181118, -3.714024], [-2.463162, -0.593491, -1.676486], [-1.054864, -0.840411, -1.510883], [2.331770, 0.924478, -2.226898], [-1.976928, 1.850256, 3.428082], [-0.183538, 1.640293, 4.277623], [0.322417, -0.358400, 3.044063], [-1.352870, -0.383739, 2.230657], [0.682361, 1.830753, 2.218594], [2.168657, 0.129176, -5.756055], [-0.599046, 1.413668, -0.172909], [2.866308, 1.763911, -4.913935], [0.252097, -2.488826, -2.688524], [-1.211309, -2.076549, -3.470119], [-1.913381, 2.053902, 0.734503], [2.912011, 2.133840, -2.361377]], "atomic_forces_ev_per_a": [[-2.78, -0.21, 0.31], [0.92, 1.30, -0.13], [1.11, -0.86, 1.11], [0.82, 0.77, -2.03], [1.13, -0.73, 0.72], [-1.37, -1.12, -2.39], [-0.73, -0.27, 0.76], [-2.41, 0.72, -0.33], [2.54, -1.04, 0.05], [0.05, -0.52, 0.87], [2.16, -0.86, 0.46], [-1.13, 0.58, -1.43], [-0.70, 0.07, -0.29], [-0.60, -0.51, 0.00], [1.25, 0.23, -1.19], [0.51, 0.86, 1.19], [-0.52, 1.62, 3.29], [-0.73, -0.98, -0.16], [-0.85, 1.20, -0.09], [-0.43, -0.22, -0.38], [1.69, -0.15, 0.27], [0.07, 0.14, -0.62]], "lowdin_charge": [-0.14, -0.13, -0.44, -0.19, -0.20, 0.00, -0.51, -0.47, 0.68, 0.67, 0.13, 0.11, 0.09, 0.07, 0.10, 0.09, 0.04, 0.08, 0.06, 0.03, 0.09, -0.15]}

---

8.
{"formula": "C4H12N4", "method": "ωB97M-V with the def2-TZVPD basis set", "fmax_ha_per_bohr": 0.107, "gap_ha": 0.30757, "e_tot_ha": -378.520190, "smiles": "[H]/N=C(/N)NC.C=CN", "symbols": ["C", "N", "C", "C", "H", "H", "H", "H", "H", "H", "H", "C", "N", "N", "N", "H", "H", "H", "H", "H"], "xyz": [[-1.249660, -1.310445, 1.027554], [-0.128625, -0.906908, 0.164018], [-0.514887, 0.559076, -1.416937], [-1.506085, 1.403961, -1.082778], [0.106469, -1.658560, -0.476452], [-0.641637, -0.072707, -2.289816], [-2.008453, -1.810031, 0.423502], [-1.686081, -0.421713, 1.483353], [-0.912846, -1.988593, 1.813593], [-1.446614, 2.018337, -0.193876], [-2.384375, 1.485785, -1.710269], [1.068872, -0.480608, 0.830845], [0.906551, 0.537172, 1.716747], [1.036461, 1.059613, -1.501517], [2.187305, -1.079824, 0.707038], [1.814464, 0.858827, 2.031551], [0.363809, 1.304891, 1.345313], [1.156299, 1.959685, -1.046835], [1.719808, 0.409784, -1.890595], [2.119225, -1.867741, 0.065561]], "atomic_forces_ev_per_a": [[0.24, 0.36, -0.13], [0.71, -0.74, 0.84], [3.57, 3.22, -2.64], [0.27, -0.34, 0.42], [0.06, 0.11, 0.22], [-0.09, -0.33, 0.23], [0.08, 0.14, -0.01], [-0.08, -0.06, -0.04], [-0.08, -0.01, 0.07], [0.15, 0.52, -0.24], [-0.26, -0.54, 0.45], [-0.30, -2.09, -0.66], [0.03, 0.88, 0.28], [-4.57, -1.53, 0.59], [0.16, 0.34, -0.19], [-0.13, -0.06, 0.09], [-0.20, -0.05, 0.09], [0.68, -0.70, -0.42], [-0.20, 0.86, 0.80], [-0.02, 0.01, 0.24]], "lowdin_charge": [-0.08, -0.09, -0.24, -0.09, 0.12, 0.09, 0.08, 0.07, 0.08, 0.03, 0.04, -0.61, 0.14, 0.02, 0.11, 0.10, 0.08, 0.05, 0.06, 0.04]}